Formula: C80H180N16O16
Source: the OMol25 dataset
Level of theory: ωB97M-V with the def2-TZVPD basis set

Calculated values
Gap between HOMO and LUMO ... 7.6 eV
ΔE to the lowest compared entry with this formula, charge and spin ... 0.0 kcal per mole

Element x y z (Å)
C -1.30 -1.15 4.73
C -2.49 -1.04 5.78
O -2.21 -0.40 7.03
O -0.99 0.20 4.44
H -1.59 -1.77 3.88
H -0.47 -1.53 5.33
H -2.98 -2.00 5.95
H -3.13 -0.43 5.14
H -2.99 0.14 7.17
H -0.86 0.75 5.22
C 0.60 -6.56 -2.27
C -0.73 -7.05 -1.63
O -0.64 -7.02 -0.23
O 0.78 -5.20 -1.92
H 0.54 -6.69 -3.35
H 1.44 -7.18 -1.94
H -0.90 -8.07 -1.99
H -1.49 -6.40 -2.06
H 0.15 -7.57 -0.15
H 0.88 -5.16 -0.97
C 3.58 -3.47 -4.12
O 4.00 -3.55 -2.96
N 4.20 -3.16 -5.21
N 2.24 -3.62 -4.49
H 3.67 -3.26 -6.06
H 5.05 -2.62 -5.29
H 1.81 -3.07 -5.21
H 1.70 -3.92 -3.68
C -2.97 -5.17 1.72
O -4.01 -5.07 2.23
N -2.83 -5.42 0.41
N -1.91 -5.04 2.42
H -1.91 -5.73 0.13
H -3.64 -5.84 -0.01
H -1.07 -5.38 1.97
H -1.95 -4.76 3.39
C -3.18 3.19 3.32
O -3.79 4.18 3.68
N -3.22 2.04 4.00
N -2.28 3.12 2.39
H -2.56 1.31 3.77
H -3.88 2.00 4.76
H -2.18 3.94 1.80
H -1.80 2.26 2.20
C 4.39 -5.21 0.08
O 5.07 -5.97 0.79
N 3.73 -5.84 -0.88
N 4.34 -3.86 0.08
H 3.84 -6.84 -0.97
H 3.32 -5.21 -1.55
H 4.04 -3.44 -0.79
H 4.81 -3.24 0.72
C 1.12 7.45 3.88
C 1.89 7.64 2.54
C 3.07 6.64 2.51
C 3.66 6.27 1.15
C 2.62 6.01 0.02
C 1.43 7.05 0.08
N 0.96 7.38 1.49
O -0.18 8.17 1.56
C 1.87 8.30 -0.70
C 0.26 6.43 -0.68
C 2.47 9.05 2.40
H 0.32 8.16 4.05
H 1.88 7.66 4.63
H 0.70 6.44 3.93
H 3.84 7.11 3.11
H 2.84 5.82 3.19
H 4.36 5.44 1.23
H 4.22 7.07 0.66
H 2.33 5.01 -0.31
H 3.18 6.23 -0.89
H 1.48 9.21 -0.26
H 2.96 8.27 -0.63
H 1.79 8.16 -1.78
H 0.50 5.96 -1.63
H 0.03 5.68 0.08
H -0.65 7.03 -0.71
H 3.19 9.37 3.15
H 1.69 9.81 2.48
H 3.05 9.32 1.53
H -0.80 7.51 1.90
C 1.29 -5.04 3.42
C 2.29 -5.05 4.59
C 1.73 -3.90 5.56
C 2.19 -4.14 7.07
C 1.66 -5.50 7.50
C 2.11 -6.69 6.56
N 2.14 -6.35 5.16
O 2.61 -7.36 4.30
C 3.50 -7.04 7.08
C 1.10 -7.85 6.82
C 3.81 -4.70 4.19
H 0.24 -5.28 3.51
H 1.65 -5.82 2.74
H 1.50 -4.16 2.81
H 1.99 -2.90 5.21
H 0.65 -3.98 5.62
H 1.90 -3.30 7.69
H 3.27 -4.09 7.18
H 0.57 -5.55 7.46
H 1.96 -5.69 8.53
H 3.90 -7.91 6.55
H 4.15 -6.18 6.91
H 3.59 -7.28 8.14
H 0.09 -7.49 7.06
H 1.20 -8.56 6.00
H 1.54 -8.32 7.70
H 4.31 -5.38 3.50
H 4.29 -4.79 5.16
H 3.88 -3.68 3.83
H 3.55 -7.17 4.37
C -4.26 -1.69 -0.14
C -4.95 -0.96 1.00
C -6.31 -0.51 0.43
C -7.42 -0.41 1.39
C -7.61 -1.57 2.35
C -6.24 -1.83 3.05
N -5.14 -1.90 2.09
O -3.97 -2.26 2.69
C -5.98 -0.86 4.24
C -6.57 -3.23 3.68
C -4.08 0.30 1.39
H -4.25 -0.96 -0.95
H -4.71 -2.64 -0.42
H -3.21 -1.94 0.00
H -6.28 0.46 -0.06
H -6.71 -1.21 -0.30
H -8.36 -0.25 0.86
H -7.42 0.53 1.94
H -8.07 -2.44 1.89
H -8.22 -1.25 3.20
H -5.88 0.20 3.99
H -6.85 -0.71 4.88
H -5.14 -1.03 4.92
H -6.61 -3.98 2.89
H -5.69 -3.51 4.26
H -7.49 -3.27 4.26
H -3.66 0.69 0.46
H -3.36 0.01 2.15
H -4.72 1.16 1.61
H -3.97 -3.21 2.55
C 1.07 0.56 -4.91
C 1.52 1.89 -5.69
C 1.65 2.97 -4.59
C 2.99 2.82 -3.87
C 4.24 2.69 -4.81
C 4.13 1.69 -5.89
N 2.76 1.82 -6.50
O 2.55 0.97 -7.58
C 5.31 2.15 -6.94
C 4.45 0.28 -5.31
C 0.32 2.26 -6.62
H 1.98 0.14 -4.49
H 0.71 -0.17 -5.63
H 0.26 0.71 -4.19
H 1.57 3.95 -5.06
H 0.92 2.97 -3.78
H 2.95 1.90 -3.28
H 3.09 3.78 -3.37
H 5.17 2.58 -4.26
H 4.35 3.63 -5.35
H 5.04 3.09 -7.42
H 6.30 2.21 -6.48
H 5.36 1.43 -7.75
H 4.21 0.25 -4.25
H 3.97 -0.57 -5.79
H 5.51 0.04 -5.36
H 0.58 2.99 -7.38
H -0.39 2.82 -6.01
H -0.25 1.42 -7.02
H 2.65 0.09 -7.21
C 1.88 1.72 1.66
C 1.22 1.15 0.35
C 2.36 0.43 -0.40
C 1.94 -0.58 -1.42
C 1.05 -1.73 -0.78
C -0.12 -1.04 0.05
N 0.25 0.19 0.84
O -0.78 0.71 1.71
C -1.16 -0.75 -1.04
C -0.59 -2.13 1.06
C 0.72 2.19 -0.63
H 2.90 2.06 1.49
H 1.98 0.83 2.28
H 1.42 2.54 2.22
H 2.93 1.17 -0.97
H 3.11 0.06 0.29
H 2.72 -0.90 -2.11
H 1.27 -0.07 -2.12
H 1.64 -2.39 -0.15
H 0.70 -2.40 -1.56
H -1.48 -1.56 -1.69
H -1.99 -0.27 -0.52
H -0.95 -0.04 -1.83
H -1.48 -1.88 1.64
H -0.63 -3.09 0.54
H 0.23 -2.25 1.77
H -0.21 2.52 -0.17
H 0.42 1.92 -1.64
H 1.31 3.08 -0.83
H -0.48 0.50 2.60
C 8.10 -0.93 5.20
C 6.72 -0.53 4.71
C 6.10 0.33 5.91
C 6.75 1.76 5.88
C 6.51 2.44 4.56
C 6.81 1.66 3.29
N 6.62 0.19 3.44
O 6.94 -0.58 2.31
C 5.80 2.25 2.32
C 8.27 2.01 2.92
C 5.98 -1.84 4.64
H 8.49 -1.65 4.49
H 8.16 -1.32 6.22
H 8.74 -0.06 5.33
H 5.03 0.45 5.75
H 6.24 -0.14 6.88
H 7.81 1.68 6.11
H 6.51 2.42 6.71
H 7.24 3.25 4.58
H 5.54 2.94 4.53
H 6.05 3.27 2.03
H 5.71 1.63 1.42
H 4.77 2.36 2.64
H 8.68 1.39 2.12
H 8.28 3.02 2.52
H 8.77 2.03 3.89
H 6.45 -2.46 3.88
H 5.05 -1.67 4.11
H 5.69 -2.31 5.58
H 7.90 -0.55 2.32
C -1.96 -2.14 -5.13
C -3.07 -1.47 -5.99
C -2.85 -1.74 -7.52
C -4.07 -1.42 -8.42
C -5.31 -2.08 -7.84
C -5.60 -1.77 -6.38
N -4.41 -2.04 -5.59
O -4.59 -2.01 -4.23
C -6.05 -0.32 -6.21
C -6.69 -2.80 -6.00
C -2.99 0.03 -5.60
H -1.99 -1.81 -4.09
H -0.93 -1.93 -5.41
H -2.09 -3.22 -5.12
H -2.05 -1.13 -7.95
H -2.72 -2.81 -7.71
H -3.89 -1.80 -9.43
H -4.08 -0.33 -8.40
H -5.20 -3.14 -8.03
H -6.08 -1.82 -8.57
H -5.89 0.08 -5.21
H -5.68 0.37 -6.97
H -7.13 -0.25 -6.30
H -7.60 -2.59 -6.55
H -6.60 -3.83 -6.32
H -6.88 -2.87 -4.93
H -3.56 0.70 -6.25
H -1.97 0.41 -5.68
H -3.36 0.24 -4.60
H -4.73 -1.07 -4.17
C -3.25 2.23 -2.88
C -3.13 3.79 -3.02
C -3.78 4.21 -4.39
C -5.30 4.09 -4.41
C -5.92 4.80 -3.20
C -5.24 4.49 -1.82
N -3.75 4.58 -1.94
O -3.04 4.54 -0.78
C -5.83 5.57 -0.90
C -5.86 3.19 -1.12
C -1.61 4.17 -3.06
H -3.21 1.95 -1.83
H -2.33 1.86 -3.31
H -4.18 1.81 -3.26
H -3.37 5.14 -4.78
H -3.48 3.49 -5.16
H -5.75 3.09 -4.41
H -5.69 4.54 -5.32
H -6.98 4.55 -3.14
H -5.81 5.86 -3.42
H -6.92 5.54 -0.92
H -5.40 5.51 0.10
H -5.65 6.60 -1.23
H -5.29 2.68 -0.34
H -6.84 3.47 -0.72
H -5.97 2.33 -1.77
H -1.43 5.22 -2.85
H -1.29 4.12 -4.10
H -1.00 3.57 -2.39
H -3.35 3.72 -0.39

---

Formula: C2HCl2NO4
Source: the OMol25 dataset
Level of theory: ωB97M-V with the def2-TZVPD basis set

Calculated values
Gap between HOMO and LUMO ... 10.6 eV
ΔE to the lowest compared entry with this formula, charge and spin ... 0.0 kcal per mole
SMILES string ... O=C(Cl)[C@@H](Cl)O[N+](=O)[O-]

Element x y z (Å)
C 1.44 -0.74 0.07
C 0.60 0.48 0.41
N -1.90 0.03 -0.29
O 0.97 -1.84 -0.05
O -1.99 -0.01 0.88
O -2.68 -0.10 -1.14
O -0.63 0.32 -0.73
Cl 3.06 -0.32 -0.39
Cl 1.28 2.04 0.12
H -0.14 0.14 1.11

---

Formula: C38H49BF35N3O6P
Source: the OMol25 dataset
Level of theory: ωB97M-V with the def2-TZVPD basis set

Calculated values
Net charge ... +1
Gap between HOMO and LUMO ... 8.3 eV
ΔE to the lowest compared entry with this formula, charge and spin ... 0.0 kcal per mole

Element x y z (Å)
C 1.27 -5.03 7.35
C 1.97 -3.96 6.98
C 1.31 -2.78 6.34
C 1.75 -2.39 4.91
P 0.11 -1.70 4.12
C -1.06 -3.12 4.04
C -2.44 -2.54 3.60
C -0.73 -0.61 5.36
C -1.19 0.72 4.75
C 2.11 -3.46 3.85
B 3.34 -4.50 3.99
N 4.15 -4.65 2.80
O 3.65 -5.25 5.09
C 2.62 -2.54 2.80
N 3.03 -1.45 3.29
O 3.50 -0.48 2.44
C 2.84 -1.30 4.76
C 2.34 0.13 5.03
C 3.38 1.27 5.01
C 2.76 2.56 4.44
N 2.80 2.66 2.98
C 4.03 -1.64 5.67
C 5.47 -1.23 5.29
C 5.99 -1.73 3.98
F 6.04 -0.90 2.90
C 6.50 -2.95 3.83
F 7.01 -3.43 2.70
F 6.56 -3.85 4.82
H 0.20 -5.00 7.27
H 1.73 -5.93 7.71
H 3.03 -3.99 7.16
H 1.49 -1.91 6.96
H 0.25 -2.96 6.40
H -1.20 -3.58 5.02
H -0.74 -3.87 3.33
H -2.30 -1.54 3.20
H -2.87 -3.19 2.85
H -3.08 -2.46 4.46
H -0.11 -0.44 6.22
H -1.60 -1.12 5.74
H -1.23 1.48 5.53
H -0.60 1.03 3.90
H -2.21 0.60 4.41
H 1.30 -4.05 3.42
H 4.89 -5.34 2.95
H 3.57 -5.04 2.06
H 2.88 -5.73 5.42
H 2.67 -2.73 1.75
H 4.08 -0.93 1.81
H 1.90 0.12 6.01
H 1.56 0.41 4.34
H 4.18 1.01 4.32
H 3.79 1.49 5.99
H 3.37 3.38 4.80
H 1.73 2.66 4.75
H 1.97 2.26 2.56
H 3.62 2.21 2.60
H 3.82 -1.13 6.61
H 4.07 -2.69 5.92
H 5.64 -0.16 5.35
H 6.12 -1.65 6.04
C 3.93 -2.07 -4.08
C 4.08 -1.67 -2.60
C 3.96 -2.76 -1.54
F 2.74 -3.32 -1.50
F 4.16 -2.19 -0.31
F 3.23 -0.66 -2.31
F 5.34 -1.18 -2.46
O 2.68 -1.82 -4.72
C 1.65 -2.74 -4.73
C 0.40 -2.18 -4.06
F 0.63 -1.89 -2.77
F -0.59 -3.11 -4.11
F 2.02 -3.93 -4.20
F 1.34 -2.97 -6.02
H 4.62 -1.42 -4.61
H 4.29 -3.09 -4.27
H 4.71 -3.54 -1.68
H 0.07 -1.28 -4.57
C -2.90 -0.99 -5.89
C -2.76 0.23 -4.95
C -3.78 0.38 -3.81
F -5.03 0.57 -4.27
F -3.45 1.47 -3.08
F -2.70 1.36 -5.67
F -1.55 0.09 -4.32
O -3.50 -0.78 -7.17
C -4.85 -0.90 -7.39
C -5.46 0.41 -7.89
F -5.30 1.39 -6.98
F -6.79 0.23 -8.09
F -5.51 -1.37 -6.31
F -5.02 -1.81 -8.37
H -1.88 -1.26 -6.14
H -3.32 -1.85 -5.38
H -3.76 -0.50 -3.16
H -4.99 0.72 -8.82
C -9.85 1.99 -7.05
C -10.05 2.26 -5.55
C -10.43 1.08 -4.65
F -11.62 0.55 -4.98
F -10.51 1.51 -3.37
F -10.94 3.26 -5.38
F -8.85 2.70 -5.08
O -10.90 2.34 -7.95
C -11.91 1.46 -8.28
C -13.28 2.01 -7.89
F -13.36 2.19 -6.56
F -14.23 1.12 -8.25
F -11.70 0.23 -7.79
F -11.90 1.35 -9.63
H -9.04 2.67 -7.34
H -9.46 0.99 -7.24
H -9.67 0.29 -4.71
H -13.46 2.96 -8.39
C 4.98 5.11 0.73
C 4.85 5.94 2.03
C 3.72 6.98 2.10
F 3.88 7.95 1.19
F 3.75 7.55 3.33
F 6.03 6.51 2.32
F 4.57 5.04 3.01
O 5.98 5.47 -0.20
C 5.76 6.36 -1.23
C 6.68 7.58 -1.14
F 6.47 8.25 0.00
F 6.43 8.40 -2.18
F 4.46 6.72 -1.33
F 6.07 5.72 -2.38
H 5.31 4.13 1.08
H 4.02 4.94 0.26
H 2.75 6.50 1.96
H 7.73 7.26 -1.18

---

Formula: C8H12N2O2
Source: the OMol25 dataset
Level of theory: ωB97M-V with the def2-TZVPD basis set

Calculated values
Gap between HOMO and LUMO ... 9.3 eV
ΔE to the lowest compared entry with this formula, charge and spin ... 115.5 kcal per mole
SMILES string ... CCn1oc2c(c1=O)CNCC2

Element x y z (Å)
C 1.88 1.96 -2.67
C 1.20 0.49 -2.48
C -0.52 0.28 0.48
C -0.10 -1.00 0.38
C -0.36 -1.92 1.55
C -2.07 -0.26 2.16
C -1.39 0.85 1.45
C 0.88 -1.11 -0.67
H 3.00 2.10 -2.39
H 1.94 2.07 -3.70
H 1.02 2.62 -2.44
H 2.00 -0.36 -2.78
H 0.42 0.47 -3.18
H 0.60 -2.44 1.83
H -0.88 -2.85 1.13
H -0.56 -1.22 3.59
H -2.87 -0.60 1.48
H -2.42 0.08 3.08
H -0.85 1.53 2.08
H -2.18 1.57 1.20
N 0.95 0.22 -1.06
N -1.19 -1.41 2.60
O -0.02 1.01 -0.47
O 1.51 -2.06 -1.19

---

- What is the gap between HOMO and LUMO in the first record?
  7.6 eV